(1)
81
Properties=species:S:1:pos:R:3:mulliken_charge:R:1 method="wB97M-V/def2-TZVPD" charge=0
H 22.2355 19.8843 -11.2367 0.382
O 24.5362 19.8994 -18.3045 -0.329
O 28.6225 20.0744 -17.6277 -0.470
O 23.6836 18.6791 -13.2285 -0.459
H 20.9136 14.5098 -14.8150 0.380
H 24.1209 16.6266 -11.8283 0.285
H 27.0742 14.7494 -15.3787 0.370
H 21.7274 18.3009 -11.5171 0.266
C 20.2462 23.0458 -22.3629 -1.201
H 26.9408 25.7188 -21.6169 0.280
C 26.6911 23.6310 -22.5118 0.722
H 24.1052 19.1336 -17.9181 0.405
H 29.9146 13.9832 -16.8634 0.294
C 30.6415 20.7208 -18.6000 -1.230
H 29.1253 19.2665 -17.5006 0.285
H 28.5722 15.7720 -15.4255 0.319
H 19.4625 23.7952 -20.5263 0.107
C 28.9938 13.7076 -17.3776 -1.214
H 29.2141 22.0669 -17.7119 0.387
H 23.7308 24.3381 -14.9678 0.207
O 25.8757 22.7960 -21.7021 -0.501
H 21.2358 15.2949 -17.1931 0.263
C 21.6057 15.3234 -15.0320 -1.192
H 24.2293 20.6944 -17.8625 0.356
C 21.4004 16.0199 -16.3960 0.288
H 25.6180 17.4386 -11.7528 0.307
C 20.1924 16.9978 -16.3688 -1.198
H 27.7468 23.6274 -22.2405 0.173
H 25.0420 23.2560 -21.5794 0.249
H 31.0353 21.7319 -15.9988 0.371
H 24.5819 17.3153 -10.2045 0.371
C 19.8664 21.8018 -20.0311 -1.495
O 22.5519 16.8113 -16.6631 -0.524
C 24.6322 17.4233 -11.2880 -1.233
O 23.4412 22.7789 -16.1391 -0.767
H 29.1725 13.3578 -18.3944 0.324
H 27.0510 16.3358 -16.1140 0.264
H 26.2242 25.5942 -23.1352 0.305
H 23.3810 19.5821 -13.3496 0.283
C 27.6732 15.4552 -15.9541 -1.248
H 21.1709 22.7858 -22.8782 0.295
C 20.2313 23.0869 -20.8351 0.708
C 30.2217 21.0167 -16.1199 -1.271
H 20.2374 17.9256 -15.7986 0.282
H 31.4380 21.4531 -18.4687 0.376
H 25.3167 25.2362 -21.6592 0.299
H 27.0144 23.9589 -24.6250 0.371
H 28.3339 15.8018 -18.9988 0.307
H 19.4394 22.4053 -22.7192 0.336
H 27.0551 14.6241 -17.9189 0.320
O 28.6187 15.8971 -18.0870 -0.514
H 21.5788 23.1928 -19.5390 0.285
H 28.6347 12.8011 -16.8903 0.377
H 24.4242 22.7838 -14.2532 0.101
H 19.7588 17.3684 -17.2977 0.364
C 22.5432 18.8549 -11.0527 -1.309
C 27.9589 14.8834 -17.3676 0.406
H 25.6495 22.9229 -24.3168 0.273
C 24.2528 23.3965 -15.1382 -0.571
C 26.2622 25.0756 -22.1772 -1.187
H 22.6780 15.1856 -14.8929 0.367
H 18.9620 21.3843 -20.4737 0.366
H 25.4703 19.8582 -18.0870 0.410
C 29.5891 21.0622 -17.5170 0.234
H 24.4392 19.5486 -11.4078 0.223
H 22.8154 17.1919 -15.8221 0.328
H 19.7839 21.9720 -18.9577 0.445
C 26.6406 23.1892 -23.9497 -1.320
H 29.4164 21.2614 -15.4272 0.340
H 21.5410 16.1580 -14.3339 0.277
H 20.5648 20.9817 -20.1980 0.345
H 30.1374 20.6217 -19.5614 0.319
H 25.1862 23.7463 -15.5792 0.199
H 22.6754 18.5917 -10.0033 0.366
O 21.4186 23.5735 -20.4056 -0.508
H 30.6212 20.0861 -15.7169 0.340
H 30.9745 19.7019 -18.4024 0.318
H 19.7494 23.9457 -22.7254 0.317
H 27.3665 22.4101 -24.1826 0.333
C 23.8913 18.6832 -11.7806 0.512
H 19.3975 16.3883 -15.9390 0.363


(2)
273
Properties=species:S:1:pos:R:3:mulliken_charge:R:1 method="wB97M-V/def2-TZVPD" charge=0
H 4.3552 6.6405 3.7029 -0.115
H -3.2601 -3.7747 -1.5950 0.461
C 6.1957 0.9622 -0.9736 -1.476
H -4.8684 -3.9493 -5.4474 0.275
H 1.7165 -7.9186 -6.9974 0.257
H -1.4777 2.9079 2.0579 0.017
O -1.0982 -4.7669 2.9099 0.082
O 3.1141 5.5480 1.0669 -0.625
C 2.5324 5.0460 -4.9883 0.197
N -0.1015 -0.6677 -5.3165 -0.195
H -5.2670 3.1822 -5.9907 0.351
H 6.4628 0.6505 4.0643 0.144
H -3.8683 3.8044 -5.0899 0.328
C 1.3603 -0.4054 -5.2711 1.167
H -2.7030 -2.5556 -0.4296 -0.509
H 2.3143 -9.5871 -0.3909 0.300
H 4.1219 1.5543 -2.7894 0.786
H -1.1739 -2.4398 3.9949 0.391
H 5.1638 2.9000 -1.0005 0.575
C -3.8821 -0.2095 -4.7304 1.209
C 1.9865 -0.6421 -6.6714 -1.187
H 1.3689 -4.6914 2.0141 -0.180
N 2.0026 8.0762 0.1972 -0.676
H 1.6404 4.9069 7.4501 0.466
H 1.2740 6.3747 -3.8334 0.445
H -1.3121 1.1485 4.6225 -0.313
H -2.1452 -2.5509 1.8656 -0.362
H 3.9192 -2.7708 3.7326 0.637
H -1.0851 6.7922 4.4871 0.366
H 2.7897 5.7840 -3.0988 0.233
H 0.6866 -4.0539 -3.4923 -0.332
H -1.5887 -0.1267 5.7795 0.633
C 2.3735 7.7269 1.5862 0.112
H -5.7517 -0.1827 -3.5349 0.246
C 3.2810 -2.3392 -1.0445 -0.814
H 7.7779 -1.7208 1.7606 0.477
C -4.1634 1.1341 -5.4042 -1.465
C 5.2720 2.3254 4.0964 2.023
H -0.4663 4.2497 6.6308 0.431
H -3.5596 -3.2673 -6.3477 0.176
C 0.9195 0.1364 5.4564 0.411
C 3.5381 -3.4514 1.0025 -1.520
H 1.8941 3.8694 1.0400 -0.375
C 0.3461 -4.8218 -4.1715 0.524
H 1.6799 9.6038 2.3660 0.374
C -0.9971 -6.1440 3.0134 -0.858
H 2.5404 -1.6506 3.7935 -0.431
H 2.7368 2.4730 -2.2129 -0.196
H 7.0879 1.6343 -0.8698 0.357
H 6.1241 0.6408 -2.0201 0.403
H 2.7388 -6.3699 1.1440 0.222
C 0.6013 -6.7650 -0.8189 -0.380
H -4.4555 -4.6809 -7.0500 0.367
C 3.2665 1.5132 -2.1166 -0.088
H 4.3893 -3.9562 1.4600 0.427
N -8.0342 -4.0727 -0.6077 -0.661
H -0.2665 -7.3329 -1.1927 0.363
H 3.8280 -1.3919 2.6769 -0.243
H 3.4740 3.6274 1.8315 -0.757
C -1.7243 -3.6290 -4.3946 2.346
H -3.0177 -4.9500 2.2319 0.376
O -5.2236 1.5067 0.1989 -0.531
H -9.9184 4.8841 2.3002 0.237
C 5.4992 3.7609 4.6425 -1.468
H -0.5122 -3.8601 0.2804 -0.153
H 6.1001 -2.1811 1.6074 -0.067
C -4.7985 3.2771 -5.0064 -0.947
H 0.8235 -0.3621 6.4198 0.256
H 6.5143 4.0652 4.3583 0.527
H -10.6674 3.7912 3.5852 0.317
H 1.2225 1.5176 2.1780 0.372
H -2.0354 -0.1541 -4.2696 -0.670
O -0.0354 -0.4224 4.5395 0.209
C 2.6667 2.8341 8.3379 -0.730
H 1.8648 -0.1618 5.0219 -0.306
C 3.2634 -2.1350 3.1642 -0.782
H 3.4189 7.9327 1.7954 0.230
H 3.7447 -1.6770 -1.7391 0.261
H -2.8886 5.0176 3.8285 0.370
C 2.1821 -1.2461 -4.3466 -0.300
H 0.5393 1.1025 -9.0118 0.244
O -4.5990 -3.1027 -0.1845 -0.039
H 0.1647 3.2344 5.4469 -0.496
H 1.0825 -6.3135 -1.7160 -0.138
O 3.7398 1.3208 -0.8013 1.057
C -2.2002 -0.6266 3.6945 0.215
H 1.0795 -0.2473 -1.0959 -0.411
O 4.0238 -2.4069 0.1464 -0.308
H -6.4646 -6.1446 0.3184 0.424
H -0.0938 1.2358 -3.0552 0.012
H 2.2354 -5.6592 -4.0551 0.446
C 2.5700 -2.9617 2.0775 3.699
H 0.9812 8.1571 0.2119 0.295
H 5.5398 -0.8909 -0.4350 0.242
C 2.1676 6.2449 1.8877 1.033
H -1.4412 -6.5244 3.9306 0.436
H -0.3341 -1.1116 0.6320 -0.382
H -0.1905 -1.7011 -5.4120 -0.093
H 2.9446 -0.1472 -6.7083 0.594
C 0.3542 4.1675 5.9271 -0.126
C 1.0565 1.0774 -8.0348 -0.689
H -4.7202 0.2413 1.7570 -0.243
N 0.3517 5.3364 5.1266 0.062
N -0.3939 -1.4079 -1.9440 2.401
H 5.4580 0.2552 1.7266 -0.358
C -0.2459 1.2362 -1.9777 -0.518
H -3.9157 2.6624 -0.9214 0.369
C -1.3336 0.1048 4.7626 -0.567
H 6.0079 5.9793 3.9767 0.386
H -1.5561 -6.6937 2.2289 0.248
O -9.2997 2.9680 2.3048 -0.317
C 6.8657 -2.5096 4.0358 -0.894
H -7.0290 -5.3948 1.7062 0.391
N -0.5031 -4.1045 -5.1106 -0.318
H -1.3556 -1.2697 -2.2471 -1.499
N 3.2870 6.1184 -5.6805 -0.698
H -0.8205 -4.7266 -5.8222 0.437
O -4.5244 2.0420 -4.4165 -0.225
C -3.5086 -2.8563 -1.0634 -0.173
H 7.1481 0.7310 1.4538 0.487
C -4.0662 -4.2143 -6.1241 -0.611
C -5.6715 -3.6513 -0.8868 -0.343
H -8.0658 -4.8757 -1.2548 0.283
H 3.0928 2.4896 4.4219 -0.089
H 1.0956 -7.8949 0.9773 0.195
H 0.0967 -1.6227 -2.8007 -0.952
H -0.8485 3.9696 0.8679 0.098
H 2.5626 0.7187 -2.3821 -1.092
H -1.2773 1.4920 -1.7886 -0.189
H -8.2264 -3.1635 -1.0180 0.294
O 1.6059 2.8375 7.4042 -0.269
C 1.6351 4.0801 6.7088 -0.127
H -7.3060 1.8140 1.4370 0.299
H 6.4192 -2.3883 5.0262 0.291
C -9.3436 1.8150 3.1085 -0.471
C 3.3926 3.8528 -4.7045 -0.782
C -6.7709 -3.9208 0.0894 0.982
H -3.3435 0.9937 -0.5966 -0.489
H 2.5892 3.7120 9.0463 0.266
H 1.4732 0.6867 -5.0390 -0.419
H 2.6173 1.9315 8.8769 0.305
H 1.8242 -2.2428 1.6272 -1.506
H 2.1184 -4.6447 -5.4238 0.379
O -3.1738 -5.1503 -5.4817 -0.519
C -6.3686 -5.1983 0.8561 -1.312
H 0.3599 5.7808 -1.7577 0.671
C 1.5526 -5.3953 -4.8422 -1.093
H -5.8212 -1.0051 -5.0508 0.622
C -1.0488 5.7530 4.8071 -1.101
C 4.9828 5.9457 4.2839 -0.692
H -1.7021 -0.2093 0.0640 -0.520
H 0.7785 1.1931 5.5885 -0.274
H 1.1100 4.3815 -1.0215 0.150
C -1.5548 3.9414 1.6773 -0.498
H -8.7929 1.9963 4.0579 0.343
H 3.5887 -7.8507 0.8777 0.485
H 1.3476 -3.8802 3.3342 0.518
H 3.6597 0.9062 4.2844 -0.531
H 6.2738 1.1486 5.5293 0.349
H -3.5019 -0.8762 -5.5038 0.028
H -2.9646 -4.5916 3.9966 0.330
C 2.9727 4.1399 0.9946 1.571
H -9.0194 4.4857 3.6848 0.306
H 4.1165 6.3410 -5.1183 0.284
H -1.5702 5.6783 5.7814 0.489
H -6.8289 -3.0662 0.7783 -0.221
H 1.8452 -1.2966 -3.3241 -0.887
C -2.4823 -4.3867 3.0096 -0.984
C 1.1071 0.8300 1.3865 -0.227
H 3.4842 -6.6490 -0.3908 0.277
H 1.2192 5.8613 1.7098 0.343
H -3.3378 1.4919 -5.9930 0.547
H -3.6139 -2.0040 -1.7385 -0.012
N 1.9850 -4.1648 2.6374 -0.814
C 6.7329 -1.3987 1.9795 -0.359
H 3.2359 -0.9994 -4.2883 0.797
H 7.9114 -2.7484 4.1198 0.281
C 2.9218 -7.1237 0.3983 -1.275
H 1.7134 4.6581 -5.5884 0.323
H -5.4523 3.8899 -4.4162 0.240
H -6.0622 -2.9786 -1.6186 0.065
C -1.7737 4.7866 3.8487 0.269
H -3.7391 -4.2024 -3.7899 0.472
H 4.9753 6.2324 5.3509 0.334
C -8.7194 0.6799 2.3523 -0.728
C -0.2382 -4.4954 -0.5514 0.448
O 1.0487 -6.4578 -5.6458 -0.398
C 1.5604 8.5238 2.5660 -1.523
O -0.2189 0.9335 0.9201 1.407
O 1.1929 -0.3176 -7.7709 -0.405
H -9.3088 0.5272 1.4289 0.322
H -4.9550 0.9374 -6.1438 0.516
C -6.7164 -0.1189 1.1313 -0.998
H -5.4407 -4.6392 -1.2851 0.139
H -0.0945 -5.6220 -3.5525 0.463
C -3.8597 1.8663 -0.1686 0.491
H -1.1825 -4.8223 -1.0505 0.323
H 5.4453 3.6386 5.7332 0.224
H -0.4105 -0.3394 -6.2198 0.439
H 2.2018 -6.2268 -7.4391 0.271
H -3.3020 2.2282 0.6930 -0.063
H -2.0770 -2.7281 -4.9246 -0.769
H 1.8467 1.0846 0.6442 -0.536
H 1.9913 1.5723 -8.2022 0.332
H 2.7016 6.9421 -5.7387 0.293
H -8.7123 -0.2400 2.9271 0.367
O 1.0854 4.4362 -3.1262 -0.125
H -2.9156 0.8099 -3.2625 0.091
N -7.3298 0.9632 1.9454 -0.304
H -10.3593 1.4359 3.3215 0.400
C 2.0453 -6.9480 -6.6040 -0.761
H -1.3207 -3.2250 -3.4718 -1.581
H 0.4115 -4.0099 -1.2735 -0.347
O 6.6344 -1.2655 3.3723 -0.248
H 3.6313 2.9382 7.8106 0.215
H 3.9868 1.8687 5.7564 0.311
H 0.4386 1.5619 -7.3047 0.264
C 6.4245 -0.0747 1.2749 0.163
H -7.2950 -0.4004 0.2629 0.496
H 2.2572 -2.0420 -0.8570 0.244
H 3.0825 -4.2334 0.4044 -0.165
H -0.4471 4.1998 -1.8397 0.083
N -2.8880 -0.0817 -3.7472 0.960
H -4.6934 -0.4884 0.2975 -0.266
H -6.6832 -0.9485 1.8273 0.359
H -3.7523 -2.6692 2.7447 0.235
C -5.2784 0.2677 0.8175 0.792
H 2.5540 4.0895 6.1080 -0.226
H 0.8763 -9.4103 -0.8628 0.254
H 2.9950 -7.0563 -6.0457 0.321
C -2.6634 -2.8458 2.7790 0.255
O 0.3261 -5.7043 0.0710 -0.268
H 2.3637 6.0173 2.9319 -0.551
C -0.6058 -0.1864 0.1247 0.208
H -2.5508 -5.4303 -3.5094 0.316
C 0.5047 4.7080 -1.8676 -0.686
H -2.5798 4.1397 1.3708 0.551
H 3.4335 3.7745 0.0546 -0.444
H 0.4795 8.4046 2.5348 0.264
H -5.3825 -5.1557 1.1737 0.037
N 6.3025 -0.2644 -0.1767 -0.223
O 4.5893 4.6313 4.1048 0.080
H 3.8496 3.5280 -5.6629 0.382
N -2.1184 -2.0768 3.9428 -0.477
H 1.3420 -0.1384 1.7811 -0.552
H 5.2224 2.4416 3.0101 -0.665
H 2.7944 3.0466 -4.2649 -0.288
H 6.3101 -3.3264 3.5732 0.314
H -1.7369 -0.2884 2.7821 -0.499
C -2.8325 -4.6273 -4.1818 -0.380
H 0.0489 -6.4297 2.9382 0.210
H 0.3577 2.0278 -1.5677 -0.689
N 6.4384 1.5147 4.5967 -0.745
O -1.1970 4.9031 2.5932 -0.229
C 5.0426 1.8813 -0.5775 0.035
C 1.8930 5.5030 -3.6529 -0.696
H 3.2992 -3.3463 -1.4967 0.522
H 5.1243 2.1154 0.4915 -0.320
H 2.2935 7.4412 -0.5232 0.243
H -1.6115 3.7544 4.2589 -0.255
H 2.1136 -2.2996 -4.6627 -0.053
C -5.1572 -0.8122 -4.2400 -1.582
C -9.7893 4.0720 3.0245 -0.769
C 0.0344 -0.0981 -1.2874 2.280
H -3.2168 -0.2980 3.8103 0.587
H 4.2293 4.1215 -4.0662 0.305
C 1.5704 -7.7598 0.0043 0.392
H 0.8527 5.3600 4.2374 -0.102
N 1.7394 -8.8948 -0.8579 -0.697
H 1.9363 8.3291 3.5747 0.389
C 3.9655 1.8739 4.6887 -0.056
H 2.2239 -1.7206 -6.7865 0.315
H -5.0164 -1.7489 -3.7056 -0.070


(3)
44
Properties=species:S:1:pos:R:3:mulliken_charge:R:1 method="wB97M-V/def2-TZVPD" charge=0 smiles="N[C@@H](Cc1ccc(O)cc1)C(=O)N[C@@H](Cc1ccccc1)C(=O)O"
H -1.3692 -0.2038 -1.3215 0.287
C -2.5599 1.9867 -1.2600 0.440
C -4.7417 1.6907 -2.1110 -0.327
H -6.4710 0.8862 -0.9566 0.254
H 3.9633 1.2847 0.2329 0.284
N 2.9637 0.9076 -0.1245 -0.744
C 2.7040 -1.0934 3.7100 -0.519
O -0.4039 -1.2783 -3.0954 -0.534
C -0.5873 0.4697 -1.7253 -0.217
C 0.5612 -2.0195 2.8471 -0.792
H 4.4533 -1.2896 2.3973 0.252
O -0.5322 1.0192 -4.0706 -0.608
C 1.2013 -2.0836 1.5332 0.011
H 1.4123 1.3571 -1.5022 0.482
H -0.1230 -1.6000 5.2035 0.329
C -0.5210 0.1752 -3.0578 0.619
C 3.3425 -1.3490 2.4452 -0.832
C 1.3262 -1.4149 3.8633 0.955
H 3.2892 -2.5771 -0.3989 0.372
C -3.3758 1.8000 -2.3802 -0.106
C -5.3117 1.2077 -0.9892 -0.514
H -0.4383 2.1861 -0.2532 0.289
H -0.6425 2.4352 -2.1811 0.406
H 3.1717 -0.3987 4.5583 0.227
H -0.5003 -2.5182 3.0021 0.148
H 0.7227 -2.2396 0.4510 0.274
H 2.2948 1.1689 0.8246 0.214
C -1.0010 1.8868 -1.1799 -0.850
C 2.7609 -0.4761 -0.6496 0.177
C 3.2033 -1.6499 0.1160 -1.072
O 0.9775 -1.9934 -0.8239 -0.724
C 1.3515 -0.8233 -0.8795 0.696
H -2.9663 1.6116 -3.5801 0.185
C 2.4840 -1.6884 1.4113 0.573
C -4.5328 1.4681 0.1911 -0.226
H 3.6726 -0.2933 -1.4412 0.230
H 4.4093 -1.5014 0.2498 0.352
H -2.1916 2.0898 0.7189 0.199
H -5.5700 1.8452 -2.8754 0.261
O 0.8188 -1.0769 5.1214 -0.590
H -0.1865 -1.6101 -2.2146 0.303
C -3.0938 1.8967 0.0273 -0.436
H -4.7003 1.4081 1.4003 0.221
N 0.7363 0.3972 -1.2328 0.051


(4)
7
Properties=species:S:1:pos:R:3:mulliken_charge:R:1 method="wB97M-V/def2-TZVPD" charge=-2
N -1.7852 0.1001 0.1198 0.634
O 3.5891 0.2575 0.0341 -1.210
O -2.3442 1.2674 -0.0121 -0.736
N -0.5890 -0.0686 -0.3200 0.106
O -2.5367 -1.0028 0.0413 -0.761
N 0.6029 -0.1451 -0.2645 -0.228
H 3.0630 -0.4085 0.4013 0.194


no.,maximum force (eV/A),lowest unoccupied orbital energy (eV)
1,3.0,-0.74
2,3.0,0.42
3,9.4,-0.13
4,5.1,7.31